# 1
The following is a quantum chemistry calculation of an isolated molecule of C4H9NS at a distorted geometry, from the OMol25 dataset.

The SMILES is C/C=C(/C)SN. The total energy is -16617.554 eV. For the energy relative to the best compared isomer or geometry (same formula, charge and spin), the calculation gives 1.9007 eV. The HOMO-LUMO gap comes out at 0.340 Ha.

Geometry as XYZ:
```
15
C4H9NS | the OMol25 dataset | wB97M-V/def2-TZVPD
C -1.626 -0.648 -1.224
C -1.087 0.344 -0.291
C 0.186 0.515 0.015
C 0.840 1.574 0.777
S 1.458 -0.966 -0.400
N 0.455 -2.204 0.230
H -1.510 -1.640 -0.752
H -2.667 -0.512 -1.421
H -1.017 -0.679 -2.221
H -1.760 1.228 0.031
H 0.148 2.016 1.450
H 1.685 1.181 1.340
H 1.265 2.353 0.201
H 0.041 -2.767 -0.545
H 1.047 -2.784 0.729
```



# 2
The following is a quantum chemistry calculation of a cluster of 2 separate species, C3H4O2 in total at a distorted geometry, from the OMol25 dataset.

The total energy is -7266.481 eV. For the energy relative to the best compared isomer or geometry (same formula, charge and spin), the calculation gives 4.2050 eV. The HOMO-LUMO gap comes out at 0.372 Ha.

Geometry as XYZ:
```
9
C3H4O2 | the OMol25 dataset | wB97M-V/def2-TZVPD
C -3.140 -0.062 -0.196
C -1.951 -0.010 0.010
C 1.430 0.330 -0.102
O 1.313 -0.930 0.088
O 2.680 0.761 0.074
H -4.126 -0.382 -0.192
H -0.968 0.079 0.235
H 2.049 -1.465 0.424
H 2.714 1.678 -0.343
```



# 3
The following is a quantum chemistry calculation of a cluster of 12 separate species, C58H150N10O19 in total at a distorted geometry, from the OMol25 dataset.

The SMILES is COC[C@H](C)N.COC[C@H](C)N.COC[C@H](C)N.COCCNCCOC.COCCNCCOC.COCCNCCOC.COCCNCCOC.COCCNCCOC.COCCNCCOC.COCCNCCOC.CCO.CCO. The total energy is -116370.435 eV. For the energy relative to the best compared isomer or geometry (same formula, charge and spin), the calculation gives 0.0000 eV. The HOMO-LUMO gap comes out at 0.322 Ha.

Geometry as XYZ:
```
237
C58H150N10O19 | the OMol25 dataset | wB97M-V/def2-TZVPD
C -12.396 9.924 13.666
O -13.678 9.599 14.135
C -13.985 8.216 14.046
C -15.341 7.995 14.681
C -15.666 6.522 14.739
N -16.417 8.707 13.963
H -12.183 10.924 14.020
H -12.359 9.937 12.563
H -11.642 9.179 13.949
H -13.972 7.921 12.987
H -13.233 7.640 14.607
H -15.327 8.360 15.709
H -15.492 5.926 13.838
H -16.708 6.373 15.024
H -15.057 6.019 15.499
H -16.515 8.303 13.030
H -16.007 9.613 13.731
C -1.018 7.546 8.180
O -1.953 6.775 7.489
C -2.930 7.598 6.842
C -3.900 6.709 6.120
C -3.166 5.642 5.286
N -4.768 7.565 5.294
H -0.411 8.260 7.626
H -0.398 6.834 8.746
H -1.445 7.967 9.109
H -3.396 8.227 7.609
H -2.408 8.254 6.127
H -4.562 6.210 6.834
H -2.315 6.134 4.806
H -3.814 5.280 4.489
H -2.833 4.813 5.907
H -5.610 7.056 5.059
H -4.310 7.890 4.454
C -13.422 17.884 8.108
O -12.233 18.322 8.714
C -11.741 17.398 9.679
C -11.132 16.101 9.124
C -12.072 14.899 9.195
N -9.910 15.727 9.854
H -13.752 18.645 7.404
H -14.186 17.631 8.848
H -13.224 16.999 7.481
H -10.989 17.931 10.269
H -12.533 17.234 10.435
H -10.812 16.334 8.103
H -13.048 15.160 8.776
H -12.270 14.683 10.250
H -11.666 14.015 8.711
H -9.227 16.477 9.781
H -9.976 15.585 10.854
C -4.533 -1.265 9.597
O -5.109 -0.170 8.896
C -5.886 0.639 9.737
C -6.549 1.696 8.908
N -5.506 2.494 8.251
C -5.869 3.473 7.234
C -6.808 2.929 6.185
O -7.004 3.841 5.103
C -7.746 5.002 5.440
H -3.964 -1.821 8.847
H -5.301 -1.961 9.945
H -3.843 -0.914 10.366
H -5.273 1.049 10.548
H -6.701 0.067 10.212
H -7.090 2.391 9.560
H -7.270 1.247 8.217
H -4.770 1.875 7.942
H -4.901 3.754 6.806
H -6.235 4.390 7.698
H -7.777 2.702 6.643
H -6.375 2.057 5.697
H -7.214 5.850 5.001
H -7.882 5.163 6.510
H -8.743 4.961 4.989
C -0.839 14.148 16.528
O -1.674 14.205 15.410
C -2.079 12.936 14.956
C -3.448 12.575 15.513
N -3.786 11.192 15.181
C -5.054 10.814 15.770
C -5.211 9.322 15.913
O -5.607 8.751 14.689
C -5.683 7.332 14.750
H -1.353 13.719 17.403
H -0.537 15.162 16.778
H 0.048 13.521 16.374
H -1.371 12.152 15.253
H -2.099 12.956 13.862
H -4.163 13.313 15.115
H -3.405 12.702 16.599
H -3.916 11.186 14.165
H -5.964 11.224 15.307
H -5.032 11.195 16.799
H -5.936 9.084 16.709
H -4.261 8.891 16.269
H -4.671 6.931 14.811
H -6.198 6.976 13.859
H -6.329 7.030 15.583
C -12.313 15.459 13.425
O -13.443 14.918 14.059
C -13.218 13.587 14.456
C -14.421 13.029 15.150
N -15.475 12.724 14.187
C -16.630 12.069 14.766
C -17.217 12.809 15.955
O -16.753 12.257 17.173
C -17.046 13.083 18.284
H -11.396 15.332 14.015
H -12.443 16.538 13.329
H -12.213 15.008 12.429
H -12.364 13.599 15.155
H -12.913 12.956 13.605
H -14.779 13.744 15.887
H -14.064 12.106 15.643
H -15.070 12.204 13.420
H -16.437 11.033 15.075
H -17.420 12.015 14.012
H -18.294 12.568 15.924
H -17.148 13.893 15.815
H -18.019 13.579 18.156
H -16.302 13.885 18.356
H -17.100 12.473 19.180
C -8.132 18.786 12.334
O -8.758 17.545 12.054
C -8.067 16.391 12.479
C -7.838 16.350 13.969
N -9.130 16.345 14.657
C -8.934 16.521 16.083
C -10.260 16.434 16.816
O -11.090 17.531 16.461
C -12.003 17.877 17.477
H -7.119 18.791 11.919
H -8.136 18.990 13.409
H -8.718 19.575 11.868
H -7.132 16.232 11.931
H -8.682 15.503 12.307
H -7.268 17.241 14.280
H -7.189 15.510 14.225
H -9.596 17.192 14.335
H -8.419 17.448 16.380
H -8.348 15.703 16.520
H -10.081 16.342 17.894
H -10.788 15.530 16.484
H -12.480 17.022 17.964
H -12.758 18.520 17.025
H -11.519 18.480 18.260
C -9.083 18.832 6.720
O -8.342 17.640 6.816
C -7.860 17.201 5.573
C -6.927 16.037 5.759
N -7.566 14.854 6.330
C -6.510 13.953 6.790
C -7.072 12.634 7.278
O -6.047 11.969 8.013
C -6.441 10.703 8.458
H -8.557 19.553 6.078
H -9.143 19.270 7.713
H -10.086 18.649 6.333
H -7.303 18.025 5.099
H -8.663 16.927 4.872
H -6.028 16.344 6.325
H -6.516 15.806 4.765
H -8.107 15.225 7.112
H -5.929 14.438 7.583
H -5.906 13.812 5.894
H -7.318 12.036 6.389
H -7.966 12.734 7.905
H -6.524 9.973 7.637
H -7.435 10.703 8.932
H -5.693 10.358 9.171
C -9.614 12.890 12.773
O -10.106 11.560 12.720
C -9.226 10.648 12.078
C -7.970 10.378 12.887
N -7.032 9.536 12.159
C -7.555 8.242 11.741
C -6.488 7.495 11.022
O -6.849 6.130 10.952
C -5.948 5.364 10.188
H -10.458 13.566 12.900
H -9.039 13.172 11.884
H -8.996 13.045 13.670
H -8.997 10.955 11.048
H -9.820 9.732 12.027
H -8.275 9.878 13.820
H -7.461 11.325 13.066
H -6.254 9.327 12.785
H -8.422 8.345 11.087
H -7.937 7.693 12.621
H -5.483 7.609 11.461
H -6.386 7.897 10.000
H -6.475 4.503 9.789
H -5.077 5.008 10.753
H -5.554 5.935 9.333
C -5.776 14.575 10.196
O -5.365 14.553 11.541
C -5.422 13.232 12.017
C -4.257 12.372 11.512
N -4.414 11.007 12.017
C -3.463 10.065 11.446
C -2.013 10.374 11.717
O -1.325 9.294 11.113
C 0.077 9.466 11.054
H -5.900 15.592 9.828
H -6.749 14.066 10.083
H -5.128 14.013 9.520
H -6.383 12.759 11.758
H -5.402 13.224 13.114
H -3.348 12.854 11.867
H -4.377 12.358 10.417
H -5.347 10.685 11.774
H -3.606 9.952 10.357
H -3.684 9.090 11.892
H -1.819 10.353 12.796
H -1.696 11.299 11.225
H 0.375 10.339 10.464
H 0.484 8.593 10.542
H 0.448 9.467 12.084
C -11.250 11.170 9.083
C -12.597 11.189 8.378
O -12.407 11.535 6.993
H -11.378 11.071 10.161
H -10.655 12.053 8.847
H -10.703 10.302 8.703
H -13.223 11.951 8.851
H -13.031 10.190 8.461
H -13.148 12.103 6.769
C -2.534 2.968 10.321
C -1.706 4.195 9.973
O -1.897 5.161 11.020
H -3.590 3.206 10.251
H -2.220 2.597 11.300
H -2.295 2.138 9.647
H -2.057 4.588 9.015
H -0.635 3.984 9.931
H -2.060 6.021 10.621
```



# 4
The following is a quantum chemistry calculation of a structure of composition C34H32F4FeN3P2 at a distorted geometry, from the OMol25 dataset.

The expectation value of S² is 8.804. As for the multiplicity: 6. The total energy is -104067.577 eV. Its charge is +2. The HOMO-LUMO gap (spin up / spin down) comes out at 0.314 / 0.210 Ha.

Geometry as XYZ:
```
76
C34H32F4FeN3P2 | the OMol25 dataset | wB97M-V/def2-TZVPD
Fe 0.552 0.889 0.678
C 1.459 3.708 0.671
N 0.208 3.064 1.033
C -0.949 3.581 0.226
C -0.124 3.202 2.493
C 0.801 2.305 3.406
N 1.369 1.248 2.599
C 2.528 0.688 2.984
C 3.410 0.269 1.944
F 3.024 0.538 0.668
C 4.720 -0.072 2.164
F 5.576 -0.212 1.139
C 5.206 -0.253 3.444
C 4.386 0.114 4.512
F 4.819 -0.075 5.727
C 3.105 0.617 4.297
F 2.381 0.987 5.359
H 1.452 4.780 1.005
H 2.314 3.207 1.140
H 1.596 3.692 -0.420
H -0.967 4.678 0.297
H -0.839 3.308 -0.841
H -1.885 3.194 0.643
H 0.007 4.233 2.785
H -1.134 2.888 2.602
H 1.583 2.891 3.882
H 0.178 1.911 4.187
H 6.212 -0.642 3.652
N -1.153 -1.279 -0.711
P -1.723 0.323 -0.617
C -2.162 0.781 -2.302
C -1.150 1.391 -3.049
C -1.309 1.579 -4.400
C -2.480 1.135 -5.019
C -3.503 0.555 -4.280
C -3.326 0.317 -2.924
C -3.187 0.282 0.400
C -3.501 -0.672 1.363
C -4.614 -0.467 2.192
C -5.373 0.706 2.120
C -5.113 1.605 1.083
C -4.043 1.393 0.255
P 0.508 -1.426 -0.492
C 0.671 -3.125 0.123
C 1.025 -4.228 -0.670
C 0.839 -5.505 -0.167
C 0.351 -5.734 1.100
C 0.040 -4.656 1.914
C 0.179 -3.392 1.419
C 1.299 -1.412 -2.105
C 2.708 -1.344 -2.153
C 3.378 -1.355 -3.399
C 2.621 -1.443 -4.550
C 1.236 -1.426 -4.533
C 0.578 -1.425 -3.298
H -1.603 -1.924 -1.347
H -0.217 1.760 -2.574
H -0.497 2.052 -4.938
H -2.587 1.229 -6.108
H -4.423 0.214 -4.739
H -4.079 -0.217 -2.316
H -2.905 -1.584 1.375
H -4.895 -1.220 2.931
H -6.252 0.855 2.786
H -5.750 2.453 0.902
H -3.833 2.124 -0.492
H 1.462 -4.085 -1.666
H 1.039 -6.350 -0.815
H 0.237 -6.767 1.388
H -0.362 -4.819 2.911
H -0.126 -2.550 2.026
H 3.245 -1.255 -1.237
H 4.450 -1.347 -3.419
H 3.166 -1.581 -5.477
H 0.656 -1.476 -5.437
H -0.506 -1.430 -3.330
```



# 5
The following is a quantum chemistry calculation of a structure of composition C15H18ClIrNO4S4 at a distorted geometry, from the OMol25 dataset.

The expectation value of S² is 0.777. As for the multiplicity: 2. The total energy is -84205.699 eV. For the energy relative to the best compared isomer or geometry (same formula, charge and spin), the calculation gives 0.8662 eV. Its charge is +2. The HOMO-LUMO gap (spin up / spin down) comes out at 0.260 / 0.170 Ha.

Geometry as XYZ:
```
44
C15H18ClIrNO4S4 | the OMol25 dataset | wB97M-V/def2-TZVPD
Ir 0.236 -0.419 -0.795
S 2.593 -3.735 1.019
C 3.718 -2.638 0.287
C 3.135 -1.572 -0.353
C 1.736 -1.615 -0.287
C 1.316 -2.763 0.474
C -0.091 -2.974 0.583
C -0.712 -4.093 1.120
C -2.078 -4.257 0.942
C -2.770 -3.315 0.204
C -2.104 -2.196 -0.285
N -0.809 -1.995 -0.053
H 4.774 -2.864 0.351
H 3.703 -0.822 -0.881
H -0.121 -4.840 1.633
H -2.584 -5.126 1.341
H -3.824 -3.429 -0.008
H -2.624 -1.446 -0.867
C -1.071 3.800 -0.416
C -1.795 2.763 -1.270
S -1.846 1.022 -0.737
C -2.109 1.066 1.046
C -0.875 1.330 1.901
S 0.631 0.479 1.321
C 1.881 1.800 1.000
C 1.447 3.259 0.955
S 0.735 3.882 -0.583
H -1.370 3.776 0.630
H -1.419 4.767 -0.783
H -1.365 2.714 -2.271
H -2.846 3.038 -1.375
H -2.542 0.097 1.292
H -2.877 1.811 1.256
H -1.040 0.969 2.915
H -0.641 2.384 1.960
H 2.342 1.519 0.052
H 2.612 1.654 1.795
H 2.381 3.821 1.036
H 0.872 3.569 1.828
O 0.680 1.236 -2.347
Cl 1.131 0.136 -3.264
O 2.441 -0.258 -2.883
O 1.008 0.423 -4.622
O 0.142 -0.960 -2.861
```



# 6
The following is a quantum chemistry calculation of an isolated molecule of C3H4N2O5 at a distorted geometry, from the OMol25 dataset.

The SMILES is O=[N+]([O-])C1=[N+]([O-])OCOC1. The total energy is -16384.514 eV. For the energy relative to the best compared isomer or geometry (same formula, charge and spin), the calculation gives 7.2898 eV. The HOMO-LUMO gap comes out at 0.336 Ha.

Geometry as XYZ:
```
14
C3H4N2O5 | the OMol25 dataset | wB97M-V/def2-TZVPD
O -2.203 1.934 0.051
N -2.170 0.736 0.051
O -3.102 0.004 -0.201
C -0.926 0.166 0.358
N -0.592 -1.135 0.254
O -1.288 -2.082 0.272
O 0.837 -1.476 0.314
C 1.932 -0.781 -0.312
O 1.476 0.502 -0.537
C 0.270 1.028 0.193
H 2.111 -1.156 -1.360
H 2.855 -1.042 0.221
H 0.036 2.048 -0.420
H 0.764 1.254 1.115
```



# 7
The following is a quantum chemistry calculation of a cluster of 2 separate species, C11H22N3O in total at a distorted geometry, from the OMol25 dataset.

The total energy is -18274.089 eV. For the energy relative to the best compared isomer or geometry (same formula, charge and spin), the calculation gives 0.0000 eV. Its charge is +1. The HOMO-LUMO gap comes out at 0.318 Ha.

Geometry as XYZ:
```
37
C11H22N3O | the OMol25 dataset | wB97M-V/def2-TZVPD
C 0.221 -1.176 -0.336
C 0.587 -0.064 0.445
C -0.364 0.949 0.553
C -2.001 -0.525 -0.342
C 0.014 2.239 1.165
C 4.892 -0.036 1.750
C -3.613 -2.207 -1.158
C -4.435 -0.078 -0.356
C 1.945 0.012 0.945
C 4.377 0.216 0.256
C 3.001 0.949 0.257
N -1.053 -1.468 -0.603
N -1.606 0.706 0.092
N -3.267 -0.896 -0.565
O -2.117 -0.282 -2.938
H 0.923 -1.726 -0.799
H -0.361 3.185 0.687
H 1.119 2.438 1.031
H -0.118 2.246 2.241
H 5.150 0.911 2.126
H 5.742 -0.740 1.547
H 4.152 -0.407 2.371
H -3.552 -2.872 -0.350
H -4.565 -2.213 -1.531
H -2.814 -2.607 -1.781
H -4.382 0.651 0.500
H -4.811 0.521 -1.296
H -5.218 -0.752 -0.129
H 2.287 -1.059 0.995
H 1.915 0.269 1.988
H 5.013 1.158 -0.173
H 4.333 -0.694 -0.227
H 2.567 1.279 -0.716
H 3.152 1.824 0.949
H -2.288 1.442 0.235
H -2.472 0.030 -3.785
H -2.350 -1.221 -3.048
```



# 8
The following is a quantum chemistry calculation of a cluster of 2 separate species, C4H12O3 in total at a distorted geometry, from the OMol25 dataset.

The SMILES is OCCCCO.O. The total energy is -10483.352 eV. For the energy relative to the best compared isomer or geometry (same formula, charge and spin), the calculation gives 1.7872 eV. The HOMO-LUMO gap comes out at 0.366 Ha.

Geometry as XYZ:
```
19
C4H12O3 | the OMol25 dataset | wB97M-V/def2-TZVPD
O -0.778 -0.028 -2.137
C -1.300 -0.121 -0.736
C -0.866 1.144 0.191
C -1.064 0.777 1.679
C 0.296 0.274 2.296
O 0.887 -0.964 1.671
H 0.164 -0.260 -2.024
H -2.362 0.175 -0.896
H -0.828 -0.974 -0.159
H 0.148 1.592 -0.010
H -1.535 1.921 -0.169
H -1.769 -0.007 1.842
H -1.249 1.656 2.261
H 0.162 0.044 3.316
H 1.122 0.998 2.289
H 1.128 -0.973 0.747
O 2.093 -0.849 -2.481
H 2.216 -1.693 -2.035
H 2.782 -0.201 -2.166
```



Q: Among the records above, which one has the lowest total energy?
A: C58H150N10O19



Q: The highest total energy belongs to which entry?
A: C3H4O2



Q: Number 2 is which compound?
A: C3H4O2